Record 1
C34H55ClN3OP2Sr as an isolated structure. Source: OMol25; level of theory: wB97M-V/def2-TZVPD.

- Total charge: +1
- F_max: 3.37 eV/A
- Highest occupied orbital energy: -8.72 eV
- LUMO energy: -2.70 eV
- Orbital gap: 6.0 eV

Element x y z (Å)
C -1.14397 -1.85568 -1.81486
C 1.06258 -1.09980 -1.47675
C -0.80998 -2.46894 -3.02108
C 1.44959 -1.78479 -2.66740
C 0.51598 -2.45057 -3.45021
H -1.57375 -3.04131 -3.54273
H 2.50789 -1.80912 -2.91927
H 0.83043 -2.98494 -4.35389
N -0.24790 -1.21615 -1.03915
P -3.05694 -1.03998 0.17679
P 2.90907 1.05614 -0.48107
C -2.60446 -2.00398 -1.34888
H -3.25158 -1.67648 -2.18482
H -2.81983 -3.08391 -1.20323
C -0.53225 3.08315 2.45653
O -0.18505 4.17634 2.39880
C 2.01922 -0.45516 -0.57228
H 2.47630 -1.18037 0.11218
C 4.37004 1.26505 -1.71052
C 3.47289 1.12895 1.35658
C -4.33305 0.32604 -0.28397
C -3.69394 -2.36601 1.35801
C 4.35068 2.73967 -2.16190
H 4.74387 3.38298 -1.36275
H 4.98763 2.86735 -3.04981
H 3.34296 3.10105 -2.39781
C 5.77554 0.93577 -1.16727
H 6.10833 1.59708 -0.36055
H 5.85695 -0.10803 -0.83821
H 6.49098 1.06532 -1.99801
C 4.08835 0.27188 -2.85212
H 4.40190 0.65329 -3.83401
H 4.60817 -0.68007 -2.66907
H 3.02197 0.04843 -2.92218
C 4.19687 2.45877 1.62628
H 3.54733 3.31858 1.41850
H 4.47898 2.49693 2.68929
H 5.12032 2.56072 1.04279
C 2.26077 1.04296 2.29715
H 1.53346 1.84486 2.11751
H 1.78257 0.05107 2.28422
H 2.61615 1.16868 3.33059
C 4.39479 -0.05726 1.68798
H 5.36656 0.00625 1.18790
H 4.58556 -0.05627 2.77032
H 3.93870 -1.02283 1.44752
C -4.03966 -1.72114 2.71968
H -4.50024 -2.48364 3.36806
H -3.14397 -1.34310 3.23739
H -4.75547 -0.89011 2.62824
C -2.56112 -3.39870 1.54253
H -2.27613 -3.88209 0.59809
H -1.66013 -2.95390 1.98923
H -2.91417 -4.18930 2.22268
C -4.91837 -3.08273 0.77087
H -5.08224 -4.00694 1.34566
H -5.83542 -2.48931 0.84716
H -4.76559 -3.36418 -0.27856
C -4.22893 0.67686 -1.77526
H -4.71704 -0.08217 -2.40364
H -4.76263 1.62526 -1.94632
H -3.19932 0.81577 -2.12869
C -3.99162 1.56171 0.58264
H -2.98314 1.96191 0.37958
H -4.70569 2.36223 0.34338
H -4.07301 1.35370 1.66038
C -5.78455 -0.09845 -0.03902
H -6.07552 -0.94955 -0.66905
H -6.01193 -0.32556 1.00903
H -6.42405 0.74969 -0.32885
Sr -0.50387 0.24425 1.18135
N 0.50492 1.97393 -0.21277
C 1.09078 1.76870 -1.26438
C 0.59218 2.13877 -2.73377
C 1.44279 1.63118 -3.87142
C -0.80811 1.58619 -2.96851
C 0.51502 3.65397 -2.81329
H 2.47150 1.99590 -3.82844
H 1.40768 0.54134 -3.96256
H 1.00775 2.02964 -4.79900
H -1.54256 1.95250 -2.23937
H -1.13819 1.90365 -3.96734
H -0.81612 0.49294 -2.96418
H 0.21211 3.97295 -3.82145
H -0.20191 4.03807 -2.07712
H 1.48719 4.10565 -2.59264
Cl -1.39005 -0.34027 7.02484
C -0.64865 -1.13422 5.69815
C -0.14463 -2.42962 5.84215
C 0.42371 -3.04319 4.72455
C 0.46875 -2.34451 3.51471
N -0.02329 -1.09263 3.38246
C -0.56819 -0.47478 4.46304
H -0.20559 -2.92553 6.80605
H 0.83118 -4.05073 4.77069
H 0.91961 -2.79206 2.61681
H -0.93478 0.54602 4.34105


Record 2
A 4-piece molecular cluster, C34H55FO13S overall. Source: OMol25; level of theory: wB97M-V/def2-TZVPD.

- SMILES: C#CCCC[C@@]1(CCF)OS(=O)(=O)O[C@@]1(CCCCCCCCCOC)CCC(=O)O.O=C1CCCO1.O=C1CCCO1.O=C1CCCO1
- F_max: 9.99 eV/A
- Highest occupied orbital energy: -9.30 eV
- LUMO energy: 0.04 eV
- Orbital gap: 9.3 eV

Element x y z (Å)
C -7.03266 -1.51752 -0.21899
C -6.99021 -0.23471 -0.84427
C -6.70283 1.24290 -1.57298
C -5.30705 1.83205 -0.86475
C -4.01042 1.25659 -1.69948
C -2.56836 1.96700 -1.23738
C -2.40982 3.54296 -1.73358
C -2.64817 3.77061 -3.33762
F -1.30867 3.53097 -3.99339
O -2.85923 2.18410 0.21962
S -2.43101 0.83477 1.18516
O -2.01547 1.29899 2.60200
O -3.61822 -0.14437 1.39596
O -1.23227 0.25368 0.12111
C -1.23927 1.00897 -1.17630
C 0.26421 1.72945 -1.08716
C 0.44027 2.72275 0.20419
C 1.05367 2.01761 1.55060
C 2.64913 1.67762 1.34565
C 3.49687 1.84010 2.77499
C 4.21173 0.34663 3.00631
C 5.59996 0.57742 3.85000
C 6.67018 -0.67219 3.63810
C 7.95504 -0.45164 4.66688
O 8.68466 -1.74641 4.79054
C 10.13794 -1.52979 4.87489
C -1.04507 -0.21650 -2.24680
C -1.58060 0.08393 -3.76454
C -2.61904 -1.11948 -4.28547
O -2.84351 -1.30167 -5.61639
O -3.37946 -2.00414 -3.38427
H -6.78871 -2.45430 0.47689
H -7.62297 1.93581 -1.26297
H -6.60084 1.09854 -2.73140
H -5.27632 3.00730 -0.91693
H -5.35952 1.43489 0.25901
H -4.16094 1.23923 -2.85958
H -3.89422 0.11563 -1.37038
H -3.26226 4.16639 -1.17687
H -1.37838 4.02403 -1.46219
H -2.91815 4.89676 -3.62597
H -3.38388 3.01814 -3.84904
H 1.13129 0.91332 -1.00468
H 0.52488 2.34248 -2.07444
H -0.52533 3.31508 0.51260
H 1.23265 3.55376 -0.12314
H 0.89603 2.80292 2.43579
H 0.51214 1.03922 1.89477
H 3.05694 2.43583 0.53594
H 2.69679 0.56503 0.92320
H 2.71294 2.08893 3.61046
H 4.27958 2.68922 2.58393
H 4.47226 -0.15899 1.96013
H 3.42732 -0.32713 3.58213
H 5.32700 0.71477 4.98754
H 6.13698 1.54847 3.42553
H 7.09130 -0.74472 2.54433
H 6.16910 -1.69548 3.97683
H 7.57860 -0.13814 5.74562
H 8.65201 0.42299 4.27552
H 10.68441 -1.57713 3.81526
H 10.57300 -2.37588 5.56393
H 10.37336 -0.48236 5.39266
H -1.52583 -1.18174 -1.74180
H 0.11498 -0.47603 -2.34400
H -2.17566 1.08214 -3.89939
H -0.71705 0.10809 -4.58848
H -4.24783 -2.30127 -3.79628
O 5.07875 0.95435 -0.07812
C 4.83231 0.44236 -1.15762
O 3.78677 0.80117 -1.95905
C 3.73732 -0.07456 -3.08440
C 5.12731 -0.64151 -3.20859
C 5.59277 -0.69179 -1.77533
H 2.98802 -0.84945 -2.89137
H 3.44464 0.48722 -3.97623
H 5.15309 -1.61193 -3.71134
H 5.76097 0.05070 -3.77634
H 5.30241 -1.62547 -1.28570
H 6.67071 -0.53231 -1.69777
O -6.13963 2.42314 3.07217
C -5.91737 1.76820 4.07707
O -6.86608 1.42246 4.99609
C -6.23744 0.75650 6.09021
C -4.93600 0.23234 5.54211
C -4.57207 1.26782 4.50831
H -6.08688 1.47915 6.89909
H -6.88257 -0.04994 6.45088
H -4.17052 0.09283 6.31004
H -5.10269 -0.73408 5.05093
H -4.00546 2.09570 4.94349
H -4.02907 0.82458 3.67039
O 0.26062 -7.61411 -4.46831
C -0.44675 -6.62589 -4.36241
O 0.02369 -5.36114 -4.15438
C -1.07974 -4.47522 -3.97166
C -2.25365 -5.16357 -4.61745
C -1.94515 -6.62239 -4.39365
H -1.22842 -4.31924 -2.89801
H -0.86155 -3.51242 -4.44287
H -3.21641 -4.85149 -4.20411
H -2.26242 -4.95100 -5.69344
H -2.32356 -6.97521 -3.43026
H -2.32397 -7.24229 -5.20951


Record 3
A 3-piece molecular cluster, C34H55N2O7P overall. Source: OMol25; level of theory: wB97M-V/def2-TZVPD.

- 2S+1: 3
- <S²>: 2.01
- F_max: 1.92 eV/A
- Highest occupied orbital energy (spin up / spin down): -8.41 / -9.33 eV
- LUMO energy (spin up / spin down): -0.68 / -0.68 eV
- Orbital gap (spin up / spin down): 7.7 / 8.7 eV

Element x y z (Å)
C 0.94688 -5.13802 -0.42422
C 0.22696 -4.17066 -1.35803
O 0.78620 -2.84587 -1.35537
P 0.31070 -1.87222 -0.18768
O 0.69367 -2.38159 1.14438
C -1.46208 -1.64144 -0.26136
C -2.00189 -1.03300 -1.58466
C -3.45921 -1.39646 -1.72028
C -3.90776 -2.33257 -2.64906
C -5.25974 -2.67872 -2.72593
C -6.16167 -2.08310 -1.85114
C -5.72617 -1.12483 -0.93437
C -4.38377 -0.77839 -0.86222
C -6.73370 -0.50529 -0.03988
O -6.68876 0.64290 0.30009
C -7.83300 -1.41892 0.35873
C -8.24803 -2.32713 -0.51805
C -7.60302 -2.42891 -1.84688
O -8.20442 -2.75630 -2.82988
O 0.93940 -0.45873 -0.51581
C 2.18294 -0.13373 0.14284
C 1.95942 0.58902 1.43813
H 1.46597 -5.92168 -0.96270
H 0.23136 -5.56979 0.26763
H 1.66201 -4.60528 0.18899
H -0.83969 -4.14763 -1.16089
H 0.32451 -4.52900 -2.37697
H -1.76178 -1.03876 0.58634
H -1.95031 -2.60015 -0.12090
H -1.46034 -1.39297 -2.45137
H -1.96614 0.04615 -1.49486
H -3.19414 -2.79703 -3.31195
H -5.59775 -3.40902 -3.44175
H -4.04568 -0.03906 -0.15332
H -8.25546 -1.30708 1.34327
H -9.03927 -3.01014 -0.25408
H 2.69630 0.54636 -0.53250
H 2.83483 -0.99076 0.25990
H 1.50849 -0.06688 2.17506
H 2.90532 0.91394 1.85828
H 1.29683 1.43552 1.28078
C 3.57410 -1.81614 6.62108
C 4.36258 -1.48060 5.33354
C 5.84835 -1.76778 5.54347
C 6.53471 -0.75693 6.46158
C 6.29416 0.67252 5.97662
C 4.81728 1.00024 5.75736
N 4.15450 -0.05506 4.93227
O 4.45054 0.10229 3.68497
C 4.10169 1.16303 7.11149
C 4.68953 2.34962 5.05951
C 3.80039 -2.39475 4.24912
H 3.28502 -2.86617 6.62196
H 4.14817 -1.66120 7.53343
H 2.65680 -1.23139 6.68865
H 6.35821 -1.76504 4.57478
H 5.96041 -2.77566 5.94893
H 6.18539 -0.87052 7.49132
H 7.60784 -0.95574 6.48394
H 6.71207 1.38459 6.69137
H 6.83791 0.81987 5.03807
H 3.02670 1.27757 6.96793
H 4.46833 2.05741 7.61520
H 4.26912 0.33779 7.79879
H 5.25177 2.38664 4.12841
H 5.07928 3.13049 5.71185
H 3.64588 2.57870 4.83887
H 2.74061 -2.19881 4.08016
H 3.91152 -3.43254 4.56212
H 4.32288 -2.28381 3.30123
C -3.30041 4.21560 -4.67745
C -2.48963 3.15857 -3.89191
C -1.25005 3.80436 -3.27478
C -0.17453 4.14961 -4.30385
C 0.18166 2.92948 -5.15249
C -1.03319 2.25600 -5.79096
N -2.10238 2.01395 -4.77424
O -1.80531 0.97990 -4.05920
C -1.56919 3.11343 -6.95268
C -0.61353 0.93069 -6.41672
C -3.41924 2.65621 -2.79220
H -3.99830 4.72439 -4.01386
H -2.68126 4.99531 -5.11792
H -3.88991 3.75558 -5.47045
H -0.81954 3.12573 -2.53095
H -1.55126 4.70442 -2.73445
H -0.50267 4.97274 -4.94424
H 0.71951 4.50619 -3.78925
H 0.88213 3.21446 -5.94019
H 0.70382 2.20397 -4.52049
H -2.50413 2.70292 -7.33578
H -0.84719 3.11739 -7.76907
H -1.73502 4.15495 -6.68969
H -0.11909 0.27588 -5.70172
H 0.08765 1.12236 -7.22827
H -1.47470 0.40178 -6.82772
H -4.30791 2.18570 -3.21568
H -3.73739 3.49702 -2.17723
H -2.93273 1.94005 -2.13285


Record 4
C34H56Al2BrCsF2IN3O12PS as an isolated structure. Source: OMol25; level of theory: wB97M-V/def2-TZVPD.

- Total charge: +3
- F_max: 6.32 eV/A
- Highest occupied orbital energy: -14.19 eV
- LUMO energy: -12.65 eV
- Orbital gap: 1.5 eV

Element x y z (Å)
C 13.59521 -3.36490 -0.76252
O 12.30492 -3.44097 -1.27021
C 11.68290 -2.17398 -1.53714
C 10.22292 -2.18536 -1.01081
C 9.70398 -0.79090 -0.58072
C 8.80000 -0.12350 -1.64653
C 8.18459 1.18399 -1.08135
C 6.68016 1.37855 -1.46637
C 5.74970 1.42698 -0.24817
C 4.40806 2.08798 -0.57543
C 3.71817 2.71461 0.65923
C 2.29133 2.11082 0.84118
N 2.08688 1.59295 2.24336
C 0.85422 1.87176 2.80439
O 0.64097 2.73579 3.66004
C -0.15717 0.90404 2.24557
C -1.52047 0.97285 2.18544
S -2.24039 2.44234 2.88962
C -2.16687 -0.18712 1.54328
P -4.01584 -0.31254 1.35824
N -4.54321 -1.74649 1.83982
C -1.37450 -1.22239 1.06866
C -1.96188 -2.43218 0.35898
C -1.73213 -2.25044 -1.18504
C -2.65229 -1.19938 -1.81797
C -4.09891 -1.68347 -2.11392
C -4.20908 -2.99050 -2.91954
O -4.10717 -2.75002 -4.30856
C -2.75856 -2.69145 -4.77598
C 0.02002 -1.21959 1.21169
C 0.91984 -2.36645 0.74404
C 1.16356 -3.26393 2.00639
O 1.74462 -2.79118 2.92859
I 0.44049 -5.27443 2.09537
C 0.63024 -0.15675 1.79642
C 2.10466 0.13692 2.06088
O 3.05544 -0.58684 2.14301
H 13.54542 -3.61667 0.34595
H 14.19295 -4.16719 -1.20564
H 14.08361 -2.38811 -0.90897
H 11.63277 -2.05372 -2.62394
H 12.20258 -1.33472 -1.05448
H 10.24696 -2.84403 -0.12999
H 9.58134 -2.68324 -1.74156
H 10.57511 -0.15984 -0.35407
H 9.14398 -0.91270 0.35354
H 8.04852 -0.86411 -1.93485
H 9.45033 0.07578 -2.50505
H 8.78585 2.00925 -1.47790
H 8.33558 1.19881 0.00466
H 6.62527 2.30023 -2.05739
H 6.43152 0.56504 -2.15234
H 6.25364 2.00027 0.54233
H 5.60602 0.38523 0.06934
H 4.64008 2.90959 -1.26723
H 3.73032 1.39257 -1.15030
H 3.64339 3.80072 0.57900
H 4.29296 2.42100 1.54141
H 2.24274 1.28050 0.12304
H 1.50907 2.81330 0.53771
H -3.44152 2.64865 2.09233
H -4.38606 -0.10845 -0.03161
H -4.67575 0.60572 2.18474
H -5.21856 -1.66920 2.60359
H -1.44522 -3.31055 0.74787
H -3.03439 -2.54225 0.52450
H -1.73483 -3.21372 -1.69680
H -0.70733 -1.86474 -1.28618
H -2.72949 -0.37888 -1.08283
H -2.18636 -0.74558 -2.69534
H -4.56239 -0.91050 -2.73937
H -4.66589 -1.71645 -1.17345
H -3.51067 -3.77066 -2.59307
H -5.21989 -3.38078 -2.76515
H -2.54233 -1.69871 -5.18512
H -2.66160 -3.43551 -5.57252
H -2.02563 -2.92859 -3.99715
H 1.86980 -1.90443 0.46483
H 0.47316 -2.92766 -0.07068
F 4.16167 -0.28810 -2.05289
Al 13.64595 -2.09957 1.74590
C -10.01460 0.88693 -4.18065
O -9.66810 -0.31835 -4.87238
C -8.60887 -0.96183 -4.40540
O -7.91968 -0.62887 -3.47069
O -8.43594 -2.05083 -5.15474
C -7.32731 -2.86128 -4.78005
H -10.89166 1.29341 -4.67790
H -10.26688 0.68349 -3.14844
H -9.21004 1.61802 -4.24369
H -7.45267 -3.23524 -3.76298
H -6.39531 -2.30742 -4.87307
H -7.30210 -3.70547 -5.46380
C -9.53318 1.79948 -0.41956
O -8.34312 1.47653 -0.14894
O -10.30036 1.83287 0.71144
O -10.07090 2.09414 -1.48812
H -9.54659 1.55871 1.27598
C -5.01044 5.02751 4.50338
C -6.08253 4.21801 5.19846
O -6.94695 3.61434 4.57654
N -6.06022 4.18125 6.55049
C -5.12481 4.82913 7.45562
H -5.16100 4.96281 3.42808
H -5.07085 6.07499 4.79822
H -4.02025 4.63344 4.74397
H -6.80248 3.62602 6.94864
H -4.63092 4.06864 8.06197
H -5.67440 5.50015 8.11562
H -4.37440 5.39778 6.91684
Br -3.91886 2.07117 0.53511
Cs -9.29797 4.13146 -0.27863
F 3.59015 -3.06913 4.28376
Al 2.20615 2.71532 4.92611